1.
Computed, not measured: the ion C3H6N3 with charge +1 at a distorted geometry, with ωB97M-V/def2-TZVPD.

SMILES: C1=NCCN=[NH+]1
Relative energy (zero: lowest compared OMol25 entry of this formula, charge and spin), kcal per mole: 62.3
Lowest unoccupied orbital energy, eV: -6.710
Kohn-Sham gap, eV: 8.969
Total energy, eV: -7668.675
Total charge: +1
E_HOMO, eV: -15.679

Each line ends with the Löwdin charge.
Atoms and positions in Å:
C 0.53786 -0.87811 0.51431  -0.1523
C -1.54616 -0.13850 -0.09694  -0.0748
H 0.63632 -0.47812 1.56419  0.1684
H -1.49901 1.80367 0.71593  0.2019
N 0.28761 1.26306 0.20565  0.1466
H 1.10649 -1.79709 0.37105  0.1502
N -0.95922 1.14092 0.14368  0.1171
H 0.83535 0.08122 -1.44437  0.1541
H 2.11815 0.49924 -0.24049  0.1395
N -0.81796 -1.10448 0.22820  0.1308
H -2.57999 -0.20477 -0.38816  0.1471
C 1.06518 0.26546 -0.39139  -0.1284

Forces on atoms 1 to 2 (eV/Å):
C 1.3030 0.2854 0.3194
C 0.0443 -0.9398 -0.0978


2.
Computed, not measured: the ion C3H6N3 with charge +1 at a distorted geometry, with ωB97M-V/def2-TZVPD.

Relative energy (zero: lowest compared OMol25 entry of this formula, charge and spin), kcal per mole: 73.9
Lowest unoccupied orbital energy, eV: -4.426
Kohn-Sham gap, eV: 10.038
Total energy, eV: -7668.170
Total charge: +1
E_HOMO, eV: -14.464

Each line ends with the Löwdin charge.
Atoms and positions in Å:
N 1.17572 0.18079 0.98082  -0.0268
C 0.84963 -1.10422 0.26554  -0.1676
N -1.86498 0.55864 -1.35491  0.1759
H 0.89372 -2.00356 1.06556  0.1849
H -2.14025 1.53617 -1.28145  0.1454
H -2.08377 -0.14537 -2.19392  0.2307
N -0.36261 -0.97956 -0.46905  0.0979
C -0.91066 0.08369 -0.67739  -0.2388
H 0.61586 2.06100 1.51045  0.1082
H 1.82274 -0.06331 1.79733  0.2043
H 1.62534 -1.26159 -0.56474  0.1564
C 0.37927 1.13733 0.92176  0.1295

Forces on atoms 1 to 2 (eV/Å):
N 0.5007 -2.5693 2.0258
C 1.2761 -2.3172 -0.8995


3.
Computed, not measured: the ion C3H6N3O with charge -1 at a distorted geometry, with ωB97M-V/def2-TZVPD.

Relative energy (zero: lowest compared OMol25 entry of this formula, charge and spin), kcal per mole: 88.5
Lowest unoccupied orbital energy (alpha / beta), eV: 3.996 / 4.338
Kohn-Sham gap (alpha / beta), eV: 5.574 / 7.383
Total energy, eV: -9719.181
Total charge: -1
E_HOMO (alpha / beta), eV: -1.579 / -3.045

Each line ends with the Löwdin charge.
Atoms and positions in Å:
H -0.46159 -1.71302 0.63515  0.0811
H 1.24595 0.23218 1.29347  -0.0032
N 0.08113 -0.52569 -1.32201  0.0377
O -0.30413 1.36966 -2.41671  -0.1641
H 2.29919 -0.34954 0.12379  -0.0103
C 1.38451 -0.64985 0.61782  -0.1024
H -1.55737 0.19083 1.22316  0.0687
H -1.32133 1.87895 1.52616  0.0022
C 0.32558 -1.37140 -0.13092  -0.4078
N -0.38420 0.68164 -1.37489  -0.4457
N -0.79398 1.46689 -0.38461  -0.0118
C -1.06856 1.15482 0.82060  -0.1296
H 0.55480 -2.36546 -0.61101  0.0852

Forces on atoms 1 to 2 (eV/Å):
H 0.1929 1.0919 -1.2883
H -1.0036 -1.2324 -0.1226


4.
Computed, not measured: the ion C3H6N3O2 with charge +1 at a distorted geometry, with ωB97M-V/def2-TZVPD.

SMILES: [NH3+]Cc1no[nH]c1=O
Relative energy (zero: lowest compared OMol25 entry of this formula, charge and spin), kcal per mole: 65.2
Lowest unoccupied orbital energy, eV: -4.091
Kohn-Sham gap, eV: 10.630
Total energy, eV: -11763.414
Total charge: +1
E_HOMO, eV: -14.721

Each line ends with the Löwdin charge.
Atoms and positions in Å:
N -1.09828 -1.39513 0.25923  0.1310
C 0.63205 0.40967 -1.02617  -0.3784
H 1.09568 2.12638 -2.25161  0.1992
N 1.18081 1.57779 -1.39499  0.2042
H -0.55180 -1.33462 -0.75787  0.1533
H -2.12721 -1.22779 0.36036  0.1861
O 0.24179 -0.49897 -1.78235  0.0535
H 0.30241 -1.17007 1.99979  0.1876
H -1.10047 -0.11098 1.83478  0.1346
N 0.92438 1.66229 0.77610  0.1186
C 0.41873 0.52321 0.43589  -0.1363
O 1.36383 2.38746 -0.19892  0.0460
H -0.96509 -2.40126 0.53607  0.1809
C -0.31683 -0.54797 1.20970  -0.0802

Forces on atoms 1 to 2 (eV/Å):
N 0.8787 -2.3514 -0.1580
C -1.2078 0.0706 -0.6412